Arrangement a

C26H30N2O4 | ωB97M-V/def2-TZVPD

As for the SMILES: CCOc1cccc([C@H]2c3c(oc4cc(C)c(C)cc4c3=O)C(=O)N2CCCN(C)C)c1. As for the LUMO energy: -0.515 eV. For the HOMO energy, the calculation gives -8.48 eV. The value obtained for the HOMO-LUMO gap is 7.9607 eV. Its charge is 0.

Positions of all 62 atoms, in Å:
H -4.22 -2.13 1.84
H -3.83 0.42 -0.09
H -0.02 0.56 -1.65
H -1.26 2.67 2.72
O -3.56 -2.71 -0.13
H -1.19 4.11 0.42
H -1.40 -0.47 -3.19
C 6.92 -2.34 -0.45
H 5.61 2.25 -0.34
C -5.06 -4.14 1.36
C 2.34 -0.88 0.58
C -3.82 -3.14 1.25
C -2.65 -1.98 -0.42
C -2.49 2.64 -0.52
H -5.29 -4.42 2.39
H 7.94 0.09 -1.77
N -4.15 2.57 -0.54
C -2.55 -1.68 -1.85
H 7.33 -2.14 -1.45
C 5.88 -1.18 -0.20
H 7.81 1.46 -0.77
C 7.58 0.39 -0.66
H 8.33 0.02 -0.15
C -4.31 2.10 -2.10
C -1.55 2.27 1.90
H -3.80 1.14 -2.49
H -2.30 3.49 -1.51
C -1.87 -1.49 0.39
C -0.95 -0.54 0.18
O 3.15 1.59 0.32
H -4.69 -5.04 1.01
H -2.16 1.33 1.87
C 3.57 -0.61 0.19
H -2.06 -1.55 1.53
O 0.83 3.63 1.04
C 4.46 -1.50 0.23
O 1.83 -2.09 0.90
H -3.09 -2.25 -2.48
C 4.08 0.75 0.13
C -4.58 1.41 0.14
C -1.52 -0.83 -2.28
C -2.16 3.33 0.69
C 5.31 1.22 -0.44
C 6.19 0.11 -0.23
H -5.60 2.18 -2.15
H -4.06 3.13 -2.89
C -0.78 -0.34 -1.06
C 1.93 1.29 0.69
H 4.29 -2.62 0.02
H -3.11 3.88 1.24
C 0.80 2.43 0.78
N -0.27 1.79 1.21
C 1.38 0.14 0.90
H -3.15 -3.56 1.76
H 7.70 -2.41 0.20
H -0.20 -0.06 2.35
H 6.40 -3.42 -0.32
H -5.93 -3.78 0.73
C -0.02 0.09 1.04
H -1.99 1.84 -0.95
H -4.43 1.81 1.07
H -5.61 1.19 -0.02

Arrangement b

C26H30N2O4 | ωB97M-V/def2-TZVPD

As for the SMILES: CCCCOc1ccc(C(=O)N/C(=C/C=C/c2ccccc2)C(=O)N2CCOCC2)cc1. As for the LUMO energy: -0.024 eV. For the HOMO energy, the calculation gives -7.69 eV. The value obtained for the HOMO-LUMO gap is 7.6691 eV. Its charge is 0.

Positions of all 62 atoms, in Å:
H 5.31 1.66 1.27
C 5.43 0.57 1.29
C 0.13 -3.39 0.48
H 2.45 3.18 0.19
N 3.83 0.23 -0.51
H 3.30 0.24 1.51
C -8.20 -1.10 0.20
C 1.04 -4.01 -0.38
C -0.84 2.81 0.40
C 4.11 -0.10 0.87
C -2.42 1.67 -1.00
C -6.73 -0.74 0.00
H -8.31 -1.82 1.00
H 5.06 -1.20 -1.40
C 4.93 -0.11 -1.40
H -0.61 -1.64 1.47
H -6.90 -0.16 -2.07
H -3.88 2.64 1.88
O -4.68 1.37 -0.14
C -6.54 0.27 -1.13
H 5.72 0.25 2.29
C 1.70 1.28 0.03
H -4.96 1.31 -2.18
C -0.83 -4.20 1.11
H -8.61 -1.54 -0.71
C -3.41 1.82 -0.03
C -1.84 3.01 1.35
H 4.22 -1.19 0.96
O 2.70 1.34 -2.11
H 1.71 -5.83 -1.28
H 1.70 -1.33 -0.51
H -1.54 -3.74 1.78
H 0.00 -7.22 -0.16
H -4.46 -0.23 -1.43
C 0.04 -6.15 0.02
H 1.79 -3.42 -0.88
H -1.60 3.55 2.26
H 7.07 0.23 -1.49
H -6.33 -0.31 0.93
O 0.67 4.53 1.05
H -8.78 -0.22 0.44
H 4.67 0.23 -2.40
C -5.08 0.67 -1.30
C -1.15 2.16 -0.78
N 1.59 2.64 0.28
C -3.10 2.51 1.15
H 0.11 0.64 1.24
C 0.50 3.40 0.62
H -7.12 1.17 -0.91
C -0.87 -5.56 0.88
C 6.21 0.56 -0.90
H 6.11 1.65 -0.99
H -0.40 2.04 -1.55
H -1.62 -6.16 1.37
O 6.49 0.19 0.43
H -6.16 -1.64 -0.22
C 0.96 -1.05 0.22
H -2.64 1.17 -1.94
C 0.99 -5.37 -0.61
C 0.14 -1.97 0.75
C 2.79 0.95 -0.96
C 0.89 0.34 0.55

arrangement b is the most stable structure; the next one sits 1819.9 kJ/mol above it.

Arrangement a

C4H14N2O | ωB97M-V/def2-TZVPD

As for the LUMO energy: -8.260 eV. For the HOMO energy, the calculation gives -18.82 eV. The value obtained for the HOMO-LUMO gap is 10.5571 eV. Its charge is +2.

Positions of all 21 atoms, in Å:
H 0.32 0.13 -1.34
N -0.61 -1.82 0.25
H -2.80 -4.35 0.29
H 2.95 3.83 -0.47
H -1.74 -0.01 -0.08
H -0.97 -0.02 1.44
H 1.17 2.81 -1.77
C 0.42 0.37 -0.29
C 0.21 1.89 -0.12
H -0.40 -2.06 -0.72
H 0.27 -1.99 0.72
H 2.36 2.74 0.98
C 2.26 3.10 -0.05
N 1.32 2.65 -0.78
O -1.88 -4.09 0.23
H 1.37 0.12 0.18
H -1.46 -2.40 0.49
C -0.82 -0.32 0.40
H -1.35 -4.89 0.17
H -0.75 2.24 -0.50
H 0.12 2.09 0.95

Arrangement b

C4H14N2O | ωB97M-V/def2-TZVPD

As for the LUMO energy: -6.717 eV. For the HOMO energy, the calculation gives -18.53 eV. The value obtained for the HOMO-LUMO gap is 11.8176 eV. Its charge is +2.

Positions of all 21 atoms, in Å:
H -0.72 -1.47 -2.25
H -2.37 -0.54 1.39
O 0.83 1.92 -2.15
H -1.80 -0.31 -2.30
H 1.55 2.37 -2.62
N 1.62 0.04 2.25
H 2.16 0.89 2.45
H -0.19 0.05 -1.80
H 1.10 -0.16 3.11
H 0.28 2.71 -2.06
N -0.98 -0.62 -1.74
C 0.81 0.24 1.00
H 0.77 -1.62 -0.24
H -0.17 -1.69 1.31
H 2.22 -0.78 2.09
H 1.52 0.58 0.23
H -3.31 -0.32 -0.15
C -1.19 -0.78 -0.26
C -2.36 -0.54 0.29
H 0.13 1.09 0.99
C 0.10 -1.05 0.46

arrangement a is the most stable structure; the next one sits 19.4 kJ/mol above it.

Arrangement a

CH3NO2S2 | ωB97M-V/def2-TZVPD

As for the LUMO energy (alpha / beta): -1.172 / -1.173 eV. For the HOMO energy (alpha / beta), the calculation gives -10.47 / -10.47 eV. The value obtained for the HOMO-LUMO gap (alpha / beta) is 9.2976 / 9.2969 eV. Its charge is 0.

Positions of all 9 atoms, in Å:
S 0.79 1.50 -0.23
O -0.49 1.81 0.48
H -0.24 -0.88 -1.23
H 0.85 -0.44 1.04
H 2.03 -0.39 -0.31
O -1.37 -1.15 1.06
C 1.41 0.14 0.41
N -1.14 -0.37 -1.27
S -1.86 -0.23 0.05

Arrangement b

CH3NO2S2 | ωB97M-V/def2-TZVPD

As for the LUMO energy (alpha / beta): -3.437 / -3.428 eV. For the HOMO energy (alpha / beta), the calculation gives -9.67 / -9.69 eV. The value obtained for the HOMO-LUMO gap (alpha / beta) is 6.2368 / 6.2656 eV. Its charge is 0.

Positions of all 9 atoms, in Å:
H 0.96 -0.82 -1.76
H -0.36 1.11 1.61
H -0.52 1.79 0.07
C 0.85 -0.64 -0.71
O -0.90 -1.41 1.10
S -0.72 -0.49 0.04
O -1.59 -0.52 -1.11
N -0.76 1.03 0.69
S 3.04 -0.06 0.06

arrangement a is the most stable structure; the next one sits 319.3 kJ/mol above it.

Arrangement a

CH3NO2S2 | ωB97M-V/def2-TZVPD

As for the LUMO energy (alpha / beta): -0.692 / -0.692 eV. For the HOMO energy (alpha / beta), the calculation gives -9.23 / -9.23 eV. The value obtained for the HOMO-LUMO gap (alpha / beta) is 8.5404 / 8.5397 eV. Its charge is 0.

Positions of all 9 atoms, in Å:
O -0.86 -0.31 0.30
C -0.76 0.26 -0.77
H 0.32 0.93 -2.26
H 1.10 -0.44 -1.28
S 0.01 -0.20 2.33
O 1.13 0.64 1.88
S 0.49 -2.03 2.45
N 0.26 0.17 -1.59
H -1.68 0.99 -1.07

Arrangement b

CH3NO2S2 | ωB97M-V/def2-TZVPD

As for the SMILES: N[S@@](=O)(=S)C=O. As for the LUMO energy: -0.258 eV. For the HOMO energy, the calculation gives -9.79 eV. The value obtained for the HOMO-LUMO gap is 9.5309 eV. Its charge is 0.

Positions of all 9 atoms, in Å:
H 0.08 -0.69 -1.10
S -2.32 0.92 -1.80
C -1.98 0.57 1.31
H 0.99 0.52 -0.17
O -0.69 2.50 -0.01
S -1.20 1.18 -0.30
O -1.50 0.99 2.30
H -2.72 -0.15 1.25
N 0.10 -0.01 -0.24

arrangement a is the most stable structure; the next one sits 100.7 kJ/mol above it.

Arrangement a

C4H7N2P | ωB97M-V/def2-TZVPD

As for the SMILES: NP1[C@@H]2C=CN[C@@H]21. As for the LUMO energy: 0.867 eV. For the HOMO energy, the calculation gives -6.79 eV. The value obtained for the HOMO-LUMO gap is 7.6605 eV. Its charge is 0.

Positions of all 14 atoms, in Å:
C 0.24 -0.86 -0.68
H -2.40 0.95 -0.14
P 1.90 -0.29 0.20
H 0.43 -1.71 -1.46
H 2.06 2.05 -0.57
H 1.86 1.85 1.17
H -0.71 0.54 -2.09
C -1.63 0.24 -0.18
N -1.39 -0.65 0.91
H 0.07 -2.05 1.30
H -1.72 -0.41 1.84
C -0.14 -1.12 0.66
N 2.13 1.40 0.25
C -0.71 0.07 -1.19

Arrangement b

C4H7N2P | ωB97M-V/def2-TZVPD

As for the SMILES: Cc1cpnn1C. As for the LUMO energy: 0.853 eV. For the HOMO energy, the calculation gives -8.81 eV. The value obtained for the HOMO-LUMO gap is 9.6639 eV. Its charge is 0.

Positions of all 14 atoms, in Å:
H -1.15 0.70 1.55
H -1.54 -1.06 -1.70
C -1.23 -0.35 -0.87
H 0.18 1.45 2.34
H -2.05 -0.28 -0.17
N 0.55 0.23 0.65
N 1.90 0.00 0.95
C 0.16 -0.50 -0.38
C -0.25 1.10 1.45
H -0.44 1.98 0.88
P 2.68 -0.94 -0.04
H -1.08 0.53 -1.53
H 1.08 -1.64 -2.11
C 1.18 -1.20 -1.03

Arrangement c

C4H7N2P | ωB97M-V/def2-TZVPD

As for the SMILES: CCc1cn[nH]p1. As for the LUMO energy: 0.442 eV. For the HOMO energy, the calculation gives -8.37 eV. The value obtained for the HOMO-LUMO gap is 8.8091 eV. Its charge is 0.

Positions of all 14 atoms, in Å:
C 0.28 -0.28 -0.21
C -1.25 -0.27 -0.39
H 3.58 0.49 0.29
H -1.72 1.14 1.28
N 2.44 -1.08 0.08
H -1.50 -0.22 -1.42
P 1.43 1.33 -0.21
N 2.66 0.21 0.03
H -3.02 0.82 0.16
H 0.85 -2.51 0.13
H -1.69 -1.15 0.05
H -1.32 1.92 -0.13
C -1.87 0.99 0.28
C 1.12 -1.39 0.05

arrangement b is the most stable structure; the next one sits 6.8 kJ/mol above it.

Arrangement a

C3H4I2 | ωB97M-V/def2-TZVPD

As for the LUMO energy (alpha / beta): -0.709 / -0.552 eV. For the HOMO energy (alpha / beta), the calculation gives -8.26 / -8.61 eV. The value obtained for the HOMO-LUMO gap (alpha / beta) is 7.5540 / 8.0581 eV. Its charge is 0.

Positions of all 9 atoms, in Å:
C 0.38 0.61 -0.27
I -2.72 0.63 -0.50
H 1.34 0.57 -0.89
H -0.09 -0.42 1.72
H 0.12 1.68 -0.10
I 1.89 -1.71 1.03
H -0.75 -1.16 -0.96
C 0.65 -0.14 1.01
C -0.81 -0.07 -1.04

Arrangement b

C3H4I2 | ωB97M-V/def2-TZVPD

As for the LUMO energy: 0.273 eV. For the HOMO energy, the calculation gives -8.51 eV. The value obtained for the HOMO-LUMO gap is 8.7791 eV. Its charge is 0.

Positions of all 9 atoms, in Å:
C -0.01 0.87 0.01
C -0.69 -0.36 -0.67
I 2.64 -0.96 0.00
H 0.43 1.43 -0.79
H 0.61 -0.58 1.69
C 0.70 -0.36 0.64
H -0.52 1.42 0.79
H -0.58 -0.49 -1.72
I -2.58 -0.97 0.05

arrangement b is the most stable structure; the next one sits 105.9 kJ/mol above it.